A molecular structure, C23H22BrI2IrN2O7Se in a non-equilibrium geometry. Source: the OMol25 dataset; level of theory: ωB97M-V with the def2-TZVPD basis set.

The geometry in XYZ format:
```
59
Properties=species:S:1:pos:R:3:forces:R:3:lowdin_spin:R:1
Ir 0.6201 -0.7832 0.7410 2.9 3.0 -0.3 0.5055
C 4.5652 -1.2532 -1.0841 0.3 -0.1 0.1 0.0031
C 3.9271 0.0232 -1.4776 -1.6 0.2 1.5 0.0189
N 4.1667 0.6011 -2.6056 1.3 -0.6 -1.2 -0.0026
C 3.5458 1.6863 -3.0379 -0.7 0.5 0.9 0.0279
C 2.5460 2.2942 -2.2909 0.1 0.3 -0.3 -0.0011
C 1.7901 3.4912 -2.8347 0.8 -0.1 0.0 -0.0009
O 0.4321 3.4773 -2.4806 -0.7 0.0 0.1 -0.0001
C 2.2242 1.7484 -1.0464 0.9 -0.9 0.3 0.0190
C 1.2593 2.3456 -0.1642 -0.2 -0.3 0.0 -0.0005
N 0.5815 1.6760 0.6941 0.0 -2.2 -1.3 -0.0025
C -0.3419 2.2594 1.5445 -1.0 0.5 1.5 0.0020
C -1.0790 3.3896 1.1647 0.3 -0.4 -0.1 0.0000
C -1.9532 3.9864 2.0480 0.0 -0.1 0.4 0.0001
C -2.1172 3.4643 3.3260 0.0 0.1 -0.2 -0.0001
C -1.4432 2.3114 3.6959 0.4 -0.3 0.0 -0.0012
C -0.5633 1.6976 2.8159 0.4 -0.1 -0.6 -0.0016
I 0.4674 -0.1519 3.3634 -0.5 0.7 -1.5 -0.0242
C 2.9237 0.5821 -0.5667 0.4 1.8 -4.1 0.0007
O 2.6851 0.0369 0.5237 -2.1 -2.1 3.4 0.0355
H 5.0469 -1.7186 -1.9390 0.0 0.0 0.0 0.0001
H 3.8324 -1.9155 -0.6191 0.1 0.0 -0.1 0.0007
H 5.3230 -1.0594 -0.3230 0.1 -0.1 0.1 0.0013
H 3.8670 2.0768 -3.9912 -0.2 0.0 -0.2 0.0013
H 1.9355 3.5392 -3.9210 0.0 0.1 0.2 -0.0001
H 2.2073 4.4035 -2.3910 -0.1 0.0 -0.2 -0.0003
H -0.0461 2.8445 -3.0288 0.1 0.1 0.0 0.0000
H 1.1390 3.4266 -0.2327 0.0 -0.1 0.4 -0.0001
H -0.9738 3.7733 0.1611 0.0 0.1 -0.1 -0.0001
H -2.5029 4.8648 1.7437 0.0 0.0 0.0 0.0000
H -2.7731 3.9540 4.0300 -0.1 0.0 0.0 0.0000
H -1.5685 1.8863 4.6806 -0.2 0.0 0.1 -0.0002
C 0.3228 -3.0690 -1.9642 -0.1 -0.2 0.4 -0.0002
C 0.8020 -1.7512 -2.4504 0.0 -0.8 -0.5 0.0003
C 1.2923 -1.6726 -3.8602 -0.2 0.4 0.0 0.0004
O 0.8392 -0.7607 -1.7281 -0.2 0.1 1.4 0.0073
H -0.0515 -3.7044 -2.7607 0.0 0.0 -0.1 0.0000
H -0.4275 -2.9397 -1.1853 -0.1 0.0 0.0 -0.0002
H 1.1570 -3.5830 -1.4771 0.1 0.0 -0.1 0.0000
H 0.6729 -2.2486 -4.5401 -0.1 -0.1 0.0 0.0000
H 2.2911 -2.1025 -3.8988 0.2 -0.1 0.1 0.0000
H 1.3447 -0.6397 -4.1888 0.1 0.1 0.0 0.0001
Br -4.7474 1.2990 0.9831 -0.3 0.0 0.1 0.0025
C -4.6228 -0.5226 1.4662 0.3 0.2 -0.2 0.0052
C -5.6535 -1.1349 2.1591 0.0 0.1 0.0 0.0000
C -5.5302 -2.4594 2.5459 0.1 0.0 0.0 0.0045
C -4.3699 -3.1652 2.2707 -0.1 0.1 0.0 -0.0007
C -3.3485 -2.5696 1.5478 0.3 -0.1 -0.1 0.0048
C -3.4882 -1.2567 1.1376 0.1 0.2 -0.1 0.0121
I -2.0236 -0.3738 -0.1418 -0.3 -0.5 0.4 0.1119
H -6.5482 -0.5745 2.3823 0.0 0.1 0.0 0.0000
H -6.3452 -2.9324 3.0704 -0.1 0.0 0.1 0.0003
H -4.2567 -4.1877 2.5975 0.0 -0.1 0.0 -0.0001
H -2.4426 -3.1174 1.3341 -0.1 0.0 -0.1 0.0005
O 1.2600 -4.7051 2.2486 0.1 -2.4 0.1 0.0193
Se 1.1114 -3.1738 2.0823 0.1 -0.8 1.6 -0.0029
O -0.3732 -2.7000 1.5362 -0.9 1.3 -1.1 0.1677
O 1.3663 -2.3397 3.4490 0.4 0.3 0.7 -0.0106
O 2.0482 -2.5742 0.8848 -0.2 1.9 -1.5 0.0972
```
Forces are in eV/Å.

Output
HOMO-LUMO gap (spin up / spin down) in eV: 5.4 / 5.2
Charge: +1
DFT total energy in Eh: -7200.503858
Relative energy (zero: lowest compared OMol25 entry of this formula, charge and spin) in kJ/mol: 139.6
2S+1: 2
LUMO energy (spin up / spin down) in eV: -5.92 / -5.99
HOMO level (spin up / spin down) in eV: -11.307 / -11.150
<S²>: 0.79
Maximum force in eV Å⁻¹: 4.5